Entry 1:
This record from OMol25 describes a gas-phase ion, C4H8NO (charge +1) at a distorted geometry. The level of theory is ωB97M-V/def2-TZVPD.

Properties
Calculated total energy: -7805.169 eV
HOMO level: -13.402 eV
Charge: +1

Cartesian coordinates (Å):
C  2.3706  0.1865  0.0833
C  1.2366  0.8588  0.0764
C  -0.4185  -1.0662  -0.0032
C  -1.0983  0.1066  0.5827
N  -0.0056  0.2886  -0.2687
O  -2.4054  0.5788  -0.0211
H  3.2985  0.6857  0.2853
H  2.4175  -0.8678  -0.1324
H  1.1693  1.9211  0.2612
H  0.1809  -1.6787  0.6626
H  -0.8571  -1.5988  -0.8381
H  -1.1402  0.3514  1.6362
H  -2.2389  1.1593  -0.8016
H  -2.9763  -0.1756  -0.2805

---

Entry 2:
This record from OMol25 describes a molecular structure, C29H36N2ORhSSi2 at a distorted geometry. The level of theory is ωB97M-V/def2-TZVPD.

Properties
Calculated total energy: -65279.704 eV
HOMO level (alpha / beta): -10.374 / -10.373 eV
Charge: +1

Cartesian coordinates (Å):
Rh  -0.2941  0.1353  -0.9293
C  -2.4123  -2.9884  -0.0553
C  -1.0479  -3.0708  -0.6591
C  -0.4243  -4.2936  -0.8547
C  0.8254  -4.3431  -1.4600
C  1.4612  -3.1848  -1.8613
C  0.7853  -1.9887  -1.6410
N  -0.4555  -1.9471  -1.0720
N  1.1940  -0.7269  -1.7897
Si  2.3600  0.1874  -2.7085
C  4.1101  -0.1466  -2.1252
C  1.8505  1.9625  -2.3551
C  2.2010  -0.2093  -4.5294
H  -2.4114  -3.3709  0.9660
H  -3.1143  -3.5892  -0.6342
H  -2.7688  -1.9629  -0.0519
H  -0.9220  -5.2000  -0.5428
H  1.3141  -5.2988  -1.5977
H  2.4527  -3.1878  -2.2889
H  4.2381  0.1157  -1.0738
H  4.8283  0.4425  -2.6998
H  4.3849  -1.1958  -2.2478
H  2.5288  2.4494  -1.6537
H  0.8443  2.0725  -1.9168
H  1.8245  2.5516  -3.2734
H  2.4135  -1.2610  -4.7298
H  2.8999  0.3844  -5.1212
H  1.1946  0.0015  -4.8943
C  -3.6878  1.2236  -3.3665
S  -3.3912  0.4437  -1.7840
C  -4.7903  1.0957  -0.8722
O  -2.2021  1.1991  -1.2130
H  -4.6562  0.8940  -3.7412
H  -2.9025  0.9037  -4.0475
H  -3.6665  2.3040  -3.2362
H  -5.6863  0.5388  -1.1422
H  -4.9097  2.1576  -1.0764
H  -4.5597  0.9401  0.1813
C  2.5939  4.5162  1.0452
C  3.0896  3.4207  1.7378
C  2.3566  2.2446  1.7888
C  1.1134  2.1499  1.1575
C  0.6269  3.2683  0.4741
C  1.3598  4.4406  0.4124
Si  0.0779  0.6018  1.2823
C  1.0005  -0.9372  1.8359
C  2.2777  -1.2244  1.3481
C  2.9541  -2.3659  1.7402
C  2.3619  -3.2492  2.6358
C  1.0994  -2.9782  3.1388
C  0.4299  -1.8275  2.7443
C  -1.5024  0.8546  2.2631
C  -1.5573  1.8791  3.2116
C  -2.6698  2.0469  4.0237
C  -3.7558  1.1951  3.8952
C  -3.7258  0.1757  2.9522
C  -2.6085  0.0134  2.1491
H  3.1673  5.4327  1.0025
H  4.0462  3.4836  2.2386
H  2.7558  1.3942  2.3293
H  -0.3458  3.2281  -0.0086
H  0.9705  5.2976  -0.1208
H  2.7448  -0.5498  0.6386
H  3.9440  -2.5697  1.3519
H  2.8898  -4.1412  2.9462
H  0.6398  -3.6563  3.8457
H  -0.5523  -1.6206  3.1552
H  -0.7201  2.5597  3.3191
H  -2.6897  2.8433  4.7555
H  -4.6229  1.3216  4.5300
H  -4.5706  -0.4946  2.8519
H  -2.5875  -0.7905  1.4273

---

Entry 3:
This record from OMol25 describes C2H3N3O in the gas phase at a distorted geometry. The level of theory is ωB97M-V/def2-TZVPD.

Properties
Calculated total energy: -8638.019 eV
HOMO level: -9.142 eV
Structure (SMILES): [H]/N=c1/nco[nH]1

Cartesian coordinates (Å):
H  -1.6322  -1.7316  -1.1618
N  -1.0538  -0.9169  -1.5079
C  -0.3583  -0.4131  -0.5850
N  0.4001  0.8434  -0.7836
C  0.8119  1.1347  0.3679
O  0.5636  0.2882  1.3952
N  -0.2538  -0.6979  0.7688
H  1.4063  1.9554  0.6320
H  -0.6513  -1.4588  1.3295

---

Entry 4:
This record from OMol25 describes a molecular structure, C19H40AuN3OSi3. The level of theory is ωB97M-V/def2-TZVPD.

Properties
Calculated total energy: -54198.253 eV
HOMO level: -7.369 eV

Cartesian coordinates (Å):
Au  -0.7367  0.6979  -0.5899
C  3.0569  1.5296  -0.9977
Si  2.1256  0.3000  -2.0583
C  1.4349  1.2858  -3.4983
C  3.3984  -0.8774  -2.7781
C  0.8458  -0.6146  -1.0932
Si  1.3140  -1.1034  0.6505
C  2.8332  -2.1988  0.7572
C  1.7089  0.3491  1.7874
C  -0.0888  -2.0481  1.4711
Si  -0.0191  -1.9572  -2.0051
C  0.8065  -3.6353  -1.8492
C  -0.2342  -1.6717  -3.8409
C  -1.8299  -2.2017  -1.4072
C  -2.4563  -3.4480  -1.3711
C  -3.7874  -3.5430  -1.0011
C  -4.4796  -2.3872  -0.6792
C  -3.8040  -1.1796  -0.7454
N  -2.5222  -1.0888  -1.0983
H  3.7085  2.1388  -1.6318
H  3.6850  1.0452  -0.2465
H  2.3598  2.1934  -0.4779
H  2.1535  2.0600  -3.7874
H  0.4967  1.7773  -3.2259
H  1.2493  0.6661  -4.3761
H  4.1816  -0.3288  -3.3105
H  2.9296  -1.5596  -3.4948
H  3.8761  -1.4882  -2.0079
H  3.7168  -1.6920  0.3587
H  2.7154  -3.1395  0.2153
H  3.0346  -2.4331  1.8074
H  2.7703  0.6047  1.7520
H  1.4710  0.0831  2.8240
H  1.1376  1.2413  1.5206
H  -0.3627  -2.9482  0.9134
H  -0.9869  -1.4270  1.5519
H  0.2088  -2.3655  2.4770
H  1.8537  -3.5595  -2.1572
H  0.3233  -4.3665  -2.5045
H  0.7900  -4.0290  -0.8302
H  0.7193  -1.6802  -4.3751
H  -0.7356  -0.7241  -4.0480
H  -0.8516  -2.4811  -4.2431
H  -1.8958  -4.3398  -1.6238
H  -4.2788  -4.5074  -0.9601
H  -5.5192  -2.4168  -0.3808
H  -4.3044  -0.2502  -0.4971
C  -1.6528  0.8563  4.0039
N  -1.3609  2.1656  3.4437
C  -1.6549  3.2885  4.3181
C  -1.3856  2.2784  2.0844
O  -1.8049  1.3424  1.3889
N  -0.9072  3.4450  1.5433
C  -1.1662  3.7169  0.1406
C  0.2695  4.1093  2.0852
H  -1.1959  0.7939  4.9919
H  -1.2424  0.0754  3.3709
H  -2.7305  0.6915  4.1022
H  -2.6204  3.1311  4.8077
H  -1.7111  4.2130  3.7522
H  -0.8922  3.3943  5.0924
H  -2.0627  3.1924  -0.1822
H  -0.3238  3.4047  -0.4887
H  -1.3260  4.7871  -0.0017
H  0.6026  3.6145  2.9924
H  0.0710  5.1608  2.3048
H  1.0824  4.0581  1.3552

---

Relative energy (zero: lowest compared OMol25 entry of this formula, charge and spin) readings, ordered: 67.7, 0.0, 57.1, 0.0 kcal per mole